1.
This record from the Open Molecules 2025 dataset describes a structure of composition C27H38N5OSTi. The level of theory is ωB97M-V with the def2-TZVPD basis set.

Output
HOMO-LUMO gap (spin up / spin down): 7.3 / 7.5 eV
Relative energy (zero: lowest compared OMol25 entry of this formula, charge and spin): 38.2 kcal/mol
Multiplicity: 2
LUMO energy (spin up / spin down): -6.2 / -6.0 eV
Maximum force: 1.0 eV/A
Expectation value of S²: 0.757
Total charge: +2

Last column: Löwdin charge in e.
Geometry (Å):
Ti 0.66 -0.21 -0.53  0.93
C -3.36 2.39 -1.77  -0.05
C -2.93 1.30 -2.76  -0.36
C -3.63 -0.02 -2.47  -0.07
C -1.42 1.18 -2.86  -0.18
C -0.65 2.26 -3.28  0.00
C 0.73 2.18 -3.41  -0.01
C 1.41 1.00 -3.18  -0.27
C 2.89 0.88 -3.38  -0.01
C 0.64 -0.13 -2.82  -0.16
C -0.74 -0.02 -2.61  -0.09
H -4.44 2.53 -1.82  0.09
H -2.89 3.35 -1.99  0.08
H -3.10 2.10 -0.74  0.04
H -3.25 1.64 -3.76  0.15
H -3.33 -0.41 -1.49  0.06
H -3.43 -0.77 -3.22  0.09
H -4.71 0.13 -2.44  0.09
H -1.15 3.19 -3.53  0.13
H 1.29 3.05 -3.74  0.14
H 3.13 0.81 -4.44  0.10
H 3.29 -0.01 -2.90  0.08
H 3.42 1.75 -2.99  0.09
H 1.09 -1.11 -2.93  0.12
H -1.32 -0.92 -2.43  0.12
N 3.69 0.64 0.98  0.16
C 3.75 -0.69 0.54  -0.25
C 4.83 -1.44 0.74  0.01
C 4.95 -2.76 0.12  -0.05
C 3.98 -3.27 -0.64  -0.02
C 2.70 -2.55 -0.81  -0.10
N 2.63 -1.15 -0.19  0.04
C 2.85 1.67 0.68  -0.26
C 3.28 2.98 0.97  0.03
C 2.47 4.04 0.68  0.00
C 1.21 3.82 0.09  -0.02
C 0.85 2.54 -0.15  -0.16
N 1.65 1.46 0.14  -0.01
H 4.55 0.94 1.43  0.15
H 5.68 -1.03 1.27  0.13
H 5.88 -3.30 0.23  0.12
H 4.11 -4.20 -1.18  0.13
H 2.25 -2.60 -1.79  0.14
H 4.26 3.13 1.41  0.13
H 2.81 5.05 0.89  0.13
H 0.55 4.63 -0.16  0.13
H -0.12 2.32 -0.59  0.07
C 1.94 -2.88 1.67  0.05
C 1.77 -2.32 0.31  -0.48
O 0.47 -1.98 -0.06  -0.24
H 1.22 -3.69 1.79  0.10
H 1.74 -2.13 2.44  0.11
H 2.93 -3.30 1.82  0.10
C -4.28 1.38 2.76  -0.07
C -2.92 1.11 3.36  -0.23
N -2.47 -0.28 3.13  0.03
C -1.81 -0.73 2.07  -0.68
S -1.40 0.38 0.80  0.77
N -1.53 -2.03 2.00  0.02
C -1.96 -3.06 2.95  -0.21
C -3.41 -3.49 2.76  -0.06
H -4.61 2.39 3.02  0.09
H -5.03 0.68 3.14  0.08
H -4.25 1.30 1.67  0.06
H -2.92 1.24 4.44  0.13
H -2.16 1.77 2.95  0.09
H -2.83 -0.98 3.77  0.13
H -1.10 -2.32 1.13  0.10
H -1.77 -2.69 3.96  0.12
H -1.29 -3.90 2.81  0.12
H -4.11 -2.66 2.88  0.07
H -3.67 -4.25 3.49  0.09
H -3.55 -3.91 1.77  0.09

***

2.
This record from the Open Molecules 2025 dataset describes a structure of composition C22H50CoN3O2P2 at a distorted geometry. The level of theory is ωB97M-V with the def2-TZVPD basis set.

Output
HOMO-LUMO gap (spin up / spin down): 7.1 / 4.3 eV
Multiplicity: 5
LUMO energy (spin up / spin down): -4.8 / -10.2 eV
Maximum force: 6.8 eV/A
Expectation value of S²: 6.048
Total charge: +2

Last column: Löwdin charge in e.
Geometry (Å):
Co -0.12 0.06 -1.41  0.12
P 0.10 -2.14 -1.48  1.01
P 0.10 2.22 -1.23  0.99
N 1.91 0.08 -2.13  -0.17
C 1.74 -2.34 -2.23  -0.31
H 2.21 -3.29 -1.96  0.09
H 1.62 -2.35 -3.32  0.10
C 2.68 -1.19 -1.90  -0.23
H 3.06 -1.21 -0.86  0.12
H 3.55 -1.17 -2.57  0.14
C 2.68 1.32 -1.76  -0.23
H 3.54 1.38 -2.45  0.13
H 3.10 1.23 -0.75  0.12
C 1.75 2.50 -1.95  -0.30
H 1.61 2.63 -3.03  0.10
H 2.20 3.42 -1.57  0.08
C 0.24 3.06 0.42  -0.51
C -1.03 2.93 1.26  -0.12
H -0.76 3.09 2.32  0.09
H -1.48 1.93 1.18  0.04
H -1.77 3.70 1.01  0.08
C -1.08 3.24 -2.26  -0.51
C -2.45 3.45 -1.61  -0.10
H -3.17 3.75 -2.37  0.10
H -2.44 4.24 -0.85  0.07
H -2.83 2.53 -1.14  0.06
C -1.08 -3.03 -2.62  -0.51
C -2.44 -3.32 -1.98  -0.10
H -3.17 -3.53 -2.78  0.10
H -2.83 -2.47 -1.41  0.06
H -2.42 -4.20 -1.33  0.08
C 0.25 -3.16 0.07  -0.51
C -1.00 -3.10 0.95  -0.12
H -0.72 -3.44 1.95  0.09
H -1.79 -3.77 0.58  0.08
H -1.38 -2.07 1.04  0.03
C -1.80 0.00 -0.85  -0.32
C -0.52 4.58 -2.74  -0.10
H -0.41 5.31 -1.94  0.07
H 0.45 4.49 -3.24  0.07
H -1.21 5.02 -3.48  0.10
C -0.52 -4.29 -3.27  -0.10
H -1.21 -4.64 -4.05  0.10
H 0.45 -4.13 -3.76  0.07
H -0.40 -5.12 -2.56  0.07
C 0.70 -4.61 -0.14  -0.09
H 1.00 -5.01 0.84  0.09
H -0.13 -5.24 -0.49  0.08
H 1.56 -4.72 -0.81  0.07
C 0.72 4.52 0.39  -0.09
H -0.09 5.20 0.10  0.08
H 1.02 4.78 1.42  0.09
H 1.60 4.68 -0.25  0.07
H 1.02 2.44 0.90  0.08
H 1.06 -2.61 0.60  0.08
H -1.23 2.60 -3.14  0.10
H -1.24 -2.28 -3.42  0.11
O -2.84 -0.03 -0.29  0.07
H 1.88 0.10 -3.15  0.13
H -1.22 0.25 -2.43  0.06
C -2.39 -0.19 3.25  0.05
N -1.07 -0.15 3.85  0.03
C -1.00 -0.10 5.30  0.02
C -0.03 -0.12 2.97  -0.42
O -0.29 -0.15 1.74  -0.01
N 1.29 -0.05 3.30  -0.03
C 1.92 -0.07 4.60  0.00
C 2.19 -0.09 2.17  0.01
H -3.13 -0.21 4.05  0.11
H -2.51 -1.09 2.63  0.12
H -2.57 0.69 2.63  0.12
H -0.38 -0.91 5.70  0.12
H -0.64 0.88 5.66  0.13
H -2.02 -0.23 5.68  0.11
H 2.24 -1.09 4.89  0.13
H 2.81 0.57 4.57  0.12
H 1.26 0.32 5.38  0.07
H 2.03 -1.00 1.57  0.10
H 2.00 0.77 1.50  0.09
H 3.22 -0.06 2.53  0.11